[1]
A molecular structure, C25H32Cl2CuFN4O4P, computed with ωB97M-V/def2-TZVPD.

```
70
Properties=species:S:1:pos:R:3:nbo_charge:R:1
Cu 1.37103 0.55494 -0.04961 1.577
N 1.72325 1.12429 2.04087 -0.678
N 2.32770 2.37972 1.95571 -0.540
C 2.95512 2.75260 0.75912 0.875
O 3.54675 3.81446 0.72598 -0.691
O 2.83814 1.88106 -0.17007 -0.895
H 0.76727 1.18376 2.37960 0.383
H 2.27679 0.48360 2.60433 0.364
H 2.35632 3.00725 2.74381 0.383
O -0.41608 1.61960 0.31867 -1.180
P -1.76296 1.34563 -0.28296 1.954
C -2.01019 -0.39921 -0.64677 -0.415
C -2.38640 -0.86314 -1.90114 -0.185
C -2.55224 -2.22410 -2.11698 -0.159
C -2.33592 -3.12060 -1.08494 -0.211
C -1.95887 -2.66288 0.17002 -0.206
C -1.80086 -1.30746 0.38941 -0.171
C -3.03983 1.80153 0.90699 -0.349
C -4.35002 1.34655 0.78620 -0.201
C -5.30416 1.72216 1.71563 -0.217
C -4.95214 2.54931 2.77373 -0.194
C -3.64860 3.00105 2.90036 -0.201
C -2.69160 2.62978 1.96777 -0.208
C -2.06341 2.27592 -1.79099 -0.368
C -1.13726 2.15734 -2.83029 -0.196
C -1.32078 2.88732 -3.99201 -0.200
C -2.41351 3.73237 -4.12354 -0.192
C -3.32730 3.85619 -3.09074 -0.209
C -3.15227 3.13012 -1.92254 -0.211
H -2.53684 -0.16727 -2.71388 0.227
H -2.84208 -2.58176 -3.09435 0.209
H -2.45896 -4.18112 -1.25743 0.213
H -1.78669 -3.36269 0.97512 0.210
H -1.49383 -0.95591 1.36725 0.220
H -4.62316 0.68934 -0.02967 0.224
H -6.32038 1.36653 1.61980 0.219
H -5.69653 2.83909 3.50192 0.217
H -3.37485 3.64641 3.72400 0.218
H -1.67242 2.98275 2.04959 0.238
H -0.28544 1.49992 -2.71066 0.274
H -0.60171 2.79859 -4.79407 0.220
H -2.54728 4.30308 -5.03230 0.215
H -4.17354 4.52228 -3.18870 0.215
H -3.86224 3.24038 -1.11364 0.221
C 2.66956 -2.34884 -1.39698 -0.433
N 2.83632 -2.85347 -0.04737 -0.442
C 4.14223 -3.43197 0.21122 -0.411
C 2.03415 -2.40139 0.94591 0.826
O 1.32958 -1.38152 0.85545 -0.766
N 2.00473 -3.13854 2.10448 -0.453
C 1.34235 -2.59307 3.26622 -0.405
C 2.11746 -4.58217 2.10832 -0.407
H 2.80722 -3.17941 -2.09262 0.191
H 3.41241 -1.58072 -1.62104 0.211
H 1.68489 -1.91442 -1.52736 0.268
H 4.91207 -2.74298 -0.14842 0.217
H 4.25842 -4.38332 -0.31453 0.194
H 4.29375 -3.59534 1.27312 0.211
H 1.11771 -1.54401 3.10113 0.225
H 1.97726 -2.69968 4.14854 0.197
H 0.39960 -3.11579 3.45713 0.187
H 1.15166 -5.02313 2.37606 0.192
H 2.39728 -4.94905 1.12687 0.224
H 2.85930 -4.92008 2.83578 0.197
Cl 5.64982 0.06962 -0.55581 -0.065
C 5.22547 1.17581 -1.87743 -0.395
Cl 4.78922 0.29146 -3.34562 -0.045
H 6.10176 1.77962 -2.09219 0.217
H 4.36679 1.75477 -1.53134 0.286
F 0.85695 0.00883 -1.69806 -0.820
```

Summary:
- Strongest force on any atom: 0.022 hartree/bohr
- Spin multiplicity: 2
- ΔE to the lowest compared entry with this formula, charge and spin: 12.59 kcal per mole
- Charge: 0
- HOMO-LUMO gap (alpha / beta): 8.98 / 8.97 eV
- HOMO level (alpha / beta): -8.68 / -8.72 eV
- LUMO level (alpha / beta): 0.301 / 0.245 eV
- Expectation value of S²: 0.75

---

[2]
A molecular structure, C25H32CoFO2, computed with ωB97M-V/def2-TZVPD.

```
61
Properties=species:S:1:pos:R:3:nbo_charge:R:1
O -0.59048 0.06219 -3.59381 -0.574
C -0.51020 1.29102 -4.37078 -0.057
C -0.13960 0.56036 -5.65090 -0.463
H 0.25910 1.96365 -3.96132 0.178
H -1.49171 1.78830 -4.42323 0.178
C -0.21976 -0.70779 -4.78203 0.288
H 0.86149 0.76424 -6.02977 0.213
H -0.91350 0.60410 -6.41969 0.209
C 1.08952 -1.45658 -4.72417 -0.651
H 1.90909 -0.84793 -4.33593 0.255
H 1.35243 -1.78018 -5.74230 0.214
H 0.98579 -2.35881 -4.11437 0.204
C -1.35001 -1.64339 -5.15556 -0.626
H -2.29683 -1.09878 -5.19139 0.213
H -1.39374 -2.46211 -4.43126 0.210
H -1.15151 -2.06955 -6.14239 0.213
Co -0.57433 -0.46637 2.06954 1.265
C -2.28825 -0.77982 3.27783 -0.385
C -2.50019 0.59969 3.58312 -0.154
C -2.81325 1.28656 2.38700 -0.283
H -2.49330 1.02784 4.58619 0.234
C -2.77679 0.37255 1.30677 -0.251
C -2.46388 -0.94593 1.82876 -0.477
H -2.62459 -1.89821 1.32883 0.245
H -2.21917 -1.59942 3.99297 0.244
H -3.12050 2.32854 2.33013 0.231
H -3.03264 0.58160 0.26945 0.233
C 1.02416 -2.02145 3.59121 -0.185
C -0.04304 -2.46133 2.74495 -0.349
C 0.32670 -2.13945 1.36814 -0.499
H -0.86693 -3.12151 3.02080 0.237
C 1.64999 -1.53417 1.42713 -0.226
C 2.03988 -1.45815 2.78311 -0.271
H 2.99066 -1.06234 3.14599 0.234
H 1.06437 -2.15752 4.67405 0.230
H -0.16197 -2.53734 0.48194 0.248
H 2.25309 -1.23967 0.56945 0.232
O 1.71579 -0.15324 -2.36804 -0.550
C 0.68392 -0.95341 -1.72915 -0.065
C -0.35139 -0.04493 -1.05337 -0.398
H 1.20239 -1.59187 -0.98849 0.169
H 0.22914 -1.64627 -2.44889 0.193
C 0.20722 1.37225 -1.19347 -0.428
H -0.40975 -0.29527 0.02865 0.135
H -1.35344 -0.18120 -1.48500 0.241
C 1.64110 1.12158 -1.70601 -0.074
H 0.24815 1.88987 -0.22671 0.211
H -0.38866 1.96839 -1.89638 0.211
H 2.28345 1.03935 -0.80386 0.166
H 2.03398 1.90973 -2.36906 0.192
F 2.44423 3.55327 5.69285 -0.354
C 1.70528 2.72167 4.88639 0.439
C 1.71628 2.93210 3.51140 -0.310
C 0.98644 2.04360 2.68949 -0.248
C 0.32698 0.97743 3.26942 -0.370
C 0.30242 0.80261 4.64377 -0.242
C 1.00417 1.67897 5.48437 -0.315
H 2.28534 3.75921 3.09168 0.223
H 0.96228 2.19998 1.61012 0.195
H -0.24817 -0.02329 5.09929 0.202
H 1.00273 1.53660 6.56256 0.223
```

Summary:
- Strongest force on any atom: 0.050 hartree/bohr
- Spin multiplicity: 5
- ΔE to the lowest compared entry with this formula, charge and spin: 0.00 kcal per mole
- Charge: 0
- HOMO-LUMO gap (alpha / beta): 8.13 / 6.82 eV
- HOMO level (alpha / beta): -7.52 / -8.09 eV
- LUMO level (alpha / beta): 0.608 / -1.275 eV
- Expectation value of S²: 6.05

---

[3]
A molecular structure, C25H32F3N4ORhSe3, computed with ωB97M-V/def2-TZVPD.

```
69
Properties=species:S:1:pos:R:3:nbo_charge:R:1
Rh 0.69860 0.51605 -0.14387 -0.034
C 3.53986 -0.38524 -1.93958 -0.782
Se 3.06430 0.04799 -0.10210 0.507
C 3.87616 1.82396 -0.02333 -0.573
C 3.10022 2.82210 -0.85272 -0.577
Se 1.23029 2.79236 -0.27709 0.577
C 0.48646 3.58222 -1.89264 -0.785
H 4.62291 -0.43026 -2.02200 0.246
H 3.12379 0.34644 -2.62542 0.231
H 3.11871 -1.36456 -2.15558 0.230
H 4.90802 1.72845 -0.35777 0.258
H 3.88572 2.08752 1.03436 0.249
H 3.12341 2.58009 -1.91381 0.228
H 3.47505 3.83530 -0.71302 0.256
H 0.94567 4.55870 -2.02631 0.251
H -0.58132 3.71003 -1.73833 0.241
H 0.67894 2.94331 -2.75001 0.230
Se -0.42714 -4.27457 -2.52336 1.129
N 0.92358 -4.71225 -1.51283 -0.532
C 1.08595 -3.82316 -0.55707 0.134
C 2.02317 -3.96510 0.51410 -0.121
C 1.96613 -3.03732 1.49389 -0.247
C 1.10201 -1.90394 1.36240 0.162
N 0.29283 -1.66918 0.34057 -0.505
C 0.19925 -2.68562 -0.55361 0.368
N -0.71292 -2.76989 -1.52081 -0.473
H 2.69900 -4.80992 0.52435 0.268
H 2.59991 -3.09408 2.36766 0.263
H 1.09186 -1.14202 2.13542 0.284
C -4.55951 -1.18885 -1.97190 -0.173
C -4.06162 -1.43687 -0.69810 -0.199
C -2.76499 -1.89298 -0.52798 -0.164
C -1.97724 -2.08652 -1.65505 0.062
C -2.44954 -1.82271 -2.93288 -0.230
C -3.75245 -1.37275 -3.08665 -0.185
H -5.58115 -0.85289 -2.09322 0.247
H -4.69540 -1.29622 0.16782 0.245
H -2.38452 -2.12484 0.45828 0.230
H -1.81117 -1.96130 -3.79895 0.234
H -4.13713 -1.17531 -4.07811 0.247
C -2.37433 -0.62284 4.02720 -0.644
C -0.94064 -1.07347 4.22991 -0.059
O 0.01995 -0.24935 3.56794 -0.585
C 0.27850 0.99361 4.21905 -0.063
C 1.57008 1.55058 3.66589 -0.630
H -3.05963 -1.32946 4.49587 0.239
H -2.61395 -0.56954 2.96272 0.191
H -2.55717 0.35588 4.47356 0.217
H -0.79963 -2.07595 3.81899 0.176
H -0.69825 -1.12237 5.29595 0.188
H 0.34812 0.83138 5.29893 0.188
H -0.54705 1.69350 4.04507 0.164
H 2.40451 0.88462 3.89022 0.214
H 1.78194 2.52689 4.10149 0.236
H 1.48942 1.66116 2.58120 0.196
F -5.40530 3.70766 0.63173 -0.298
C -5.27670 2.64552 -0.16214 0.966
F -6.08730 1.67852 0.30597 -0.314
F -5.69598 2.97296 -1.38567 -0.305
C -3.85255 2.14022 -0.17610 -0.091
C -3.20404 1.86474 -1.36672 -0.177
C -1.93168 1.32819 -1.31207 0.025
N -1.30469 1.08255 -0.15590 -0.443
C -1.93192 1.36866 0.99188 0.025
C -3.21002 1.89280 1.02557 -0.169
H -3.67762 2.05528 -2.31904 0.252
H -1.38338 1.09246 -2.21410 0.222
H -1.37952 1.15331 1.89671 0.236
H -3.68844 2.10451 1.97246 0.250
```

Summary:
- Strongest force on any atom: 0.009 hartree/bohr
- ΔE to the lowest compared entry with this formula, charge and spin: 2.38 kcal per mole
- Charge: +2
- HOMO-LUMO gap: 5.20 eV
- HOMO level: -13.13 eV
- LUMO level: -7.933 eV